111
Properties=species:S:1:pos:R:3:forces:R:3 method="wB97M-V/def2-TZVPD" spin_multiplicity=2 e_lumo_ha="0.0227 / 0.0077" mol_weight_g_mol=849.5 e_tot_ev=-135569.762 s2=0.756
Cu -0.625 -0.974 0.043 -0.154 -0.541 0.105
C 2.727 -3.280 0.705 -0.025 0.125 0.077
C 3.376 -2.558 1.889 0.422 -0.226 -0.623
C 4.252 -1.400 1.402 -0.135 -0.080 0.028
C 4.269 -3.553 2.638 -0.257 0.152 0.004
N 2.307 -2.069 2.773 -0.542 0.332 0.408
C 1.941 -2.655 3.961 -0.309 -0.218 0.572
C 0.882 -1.974 4.446 0.257 -0.382 0.191
N 0.574 -0.965 3.577 0.478 -0.158 0.077
B -0.461 0.126 3.950 -0.077 -0.051 -0.444
N -1.897 -0.169 3.466 -0.418 -0.195 0.022
C -2.940 0.557 3.964 -0.503 0.010 0.194
C -4.080 0.135 3.376 0.108 0.502 0.526
N -3.749 -0.868 2.500 0.688 0.317 0.340
C -2.401 -1.027 2.564 0.256 -0.179 0.059
S -1.481 -2.205 1.753 0.219 -0.838 -0.277
C -4.680 -1.510 1.563 -0.372 -0.411 -0.577
C -4.605 -3.032 1.695 0.084 0.053 -0.006
C -6.113 -1.083 1.883 0.254 0.030 0.029
C -4.317 -1.055 0.147 0.110 -0.037 0.091
N 0.046 1.492 3.448 -0.018 0.601 -0.037
C 1.177 2.026 4.006 0.357 0.285 0.197
C 1.436 3.210 3.419 0.408 -0.300 0.403
N 0.460 3.429 2.477 0.017 -0.671 0.427
C -0.384 2.355 2.502 -0.192 -0.013 -0.151
S -1.727 2.153 1.523 -0.901 -0.178 -0.600
C 0.342 4.617 1.631 -0.239 0.549 -0.462
C 0.452 4.206 0.159 -0.111 0.034 0.048
C -0.996 5.297 1.938 0.012 -0.061 -0.045
C 1.468 5.605 1.937 -0.115 -0.252 0.080
C 1.432 -1.054 2.548 0.166 0.384 -0.422
S 1.374 -0.068 1.166 -0.309 0.331 -0.630
H 3.503 -3.629 0.029 0.095 -0.078 -0.140
H 2.060 -2.618 0.157 -0.019 0.055 -0.021
H 2.152 -4.137 1.051 -0.055 -0.095 0.046
H 5.048 -1.791 0.774 0.123 -0.110 -0.005
H 4.688 -0.861 2.239 0.097 0.034 0.144
H 3.660 -0.702 0.822 0.113 0.052 -0.064
H 5.056 -3.882 1.962 0.004 0.024 -0.031
H 3.707 -4.433 2.945 0.017 -0.115 0.031
H 4.733 -3.098 3.510 0.039 0.035 0.087
H 2.443 -3.499 4.379 0.115 -0.125 0.048
H 0.309 -2.138 5.333 -0.065 -0.015 0.260
H -0.497 0.167 5.147 0.030 -0.014 0.212
H -2.789 1.325 4.694 0.000 0.157 0.125
H -5.077 0.493 3.518 -0.153 0.000 -0.019
H -4.836 -3.333 2.715 -0.058 -0.053 0.134
H -3.616 -3.398 1.440 -0.060 -0.053 -0.016
H -5.329 -3.488 1.025 -0.131 -0.012 -0.076
H -6.379 -1.342 2.905 -0.077 0.001 0.119
H -6.787 -1.614 1.216 -0.007 -0.050 -0.074
H -6.260 -0.018 1.725 -0.053 0.155 -0.001
H -3.337 -1.428 -0.144 -0.012 -0.045 -0.017
H -4.297 0.031 0.094 -0.047 0.151 -0.004
H -5.050 -1.428 -0.561 -0.130 -0.077 -0.118
H 1.707 1.515 4.782 0.139 -0.067 0.163
H 2.248 3.881 3.595 0.121 0.174 0.028
H -0.439 3.668 -0.147 0.019 -0.018 -0.028
H 1.318 3.563 0.015 0.127 -0.045 -0.026
H 0.561 5.090 -0.464 0.028 0.139 -0.069
H -1.822 4.631 1.705 -0.020 0.057 0.006
H -1.105 6.209 1.360 0.072 0.160 -0.117
H -1.043 5.546 2.996 0.007 0.084 0.124
H 2.440 5.172 1.714 0.160 0.001 0.006
H 1.437 5.923 2.977 0.063 0.063 0.093
H 1.336 6.484 1.310 -0.029 -0.005 -0.019
N -0.678 0.592 -1.078 0.144 0.547 0.082
C -1.594 0.766 -2.151 -0.245 0.018 -0.433
C -2.047 2.058 -2.392 0.068 0.015 0.034
C -2.864 2.345 -3.465 -0.062 0.060 -0.064
C -3.262 1.315 -4.299 -0.076 0.047 -0.105
C -2.868 0.022 -4.027 0.023 -0.019 0.029
C -2.014 -0.297 -2.967 -0.029 0.399 0.110
C -1.656 -1.706 -2.715 0.223 -0.578 0.230
C -1.852 -2.664 -3.720 0.003 0.133 -0.075
C -1.674 -4.012 -3.481 -0.051 -0.106 -0.162
C -1.259 -4.448 -2.238 0.120 -0.072 0.077
C -0.990 -3.510 -1.257 -0.074 -0.029 -0.048
C -1.186 -2.153 -1.470 0.202 0.394 0.314
H -0.805 1.342 -0.388 0.059 0.005 -0.020
H 0.281 0.621 -1.440 0.025 0.161 -0.411
H -1.738 2.849 -1.723 0.060 0.046 0.045
H -3.184 3.359 -3.649 -0.038 0.102 -0.003
H -3.887 1.510 -5.158 -0.114 0.035 -0.014
H -3.261 -0.769 -4.647 0.016 -0.048 -0.047
H -2.146 -2.365 -4.716 -0.033 0.038 -0.032
H -1.873 -4.722 -4.271 0.021 -0.065 -0.088
H -1.135 -5.501 -2.033 0.030 -0.139 -0.018
H -0.645 -3.845 -0.288 0.026 -0.110 0.112
C 2.657 1.574 -2.405 -0.017 0.142 0.119
N 3.916 1.418 -3.118 0.177 0.221 0.057
C 4.419 0.071 -2.863 0.178 -0.059 0.038
N 3.479 -0.960 -3.290 0.133 -0.234 0.050
C 2.231 -0.759 -2.569 -0.065 -0.230 0.120
N 1.669 0.573 -2.810 -0.095 0.065 0.108
C 1.445 0.709 -4.250 -0.276 0.078 -0.139
N 2.679 0.544 -5.008 -0.048 0.049 -0.265
C 3.643 1.539 -4.548 0.060 0.110 -0.139
C 3.216 -0.781 -4.715 0.054 -0.126 -0.125
H 2.254 2.570 -2.618 0.002 -0.050 0.089
H 2.838 1.477 -1.330 -0.021 0.029 0.001
H 4.601 -0.039 -1.790 0.044 -0.013 -0.038
H 5.358 -0.057 -3.406 0.015 -0.026 0.065
H 2.410 -0.873 -1.497 -0.018 -0.035 0.024
H 1.502 -1.508 -2.891 -0.012 -0.002 0.076
H 1.024 1.698 -4.456 -0.010 -0.076 0.022
H 0.729 -0.056 -4.564 -0.018 0.083 0.006
H 3.251 2.540 -4.749 0.036 -0.063 -0.012
H 4.576 1.405 -5.103 -0.045 0.048 0.041
H 4.149 -0.917 -5.268 -0.047 -0.021 -0.001
H 2.492 -1.532 -5.041 0.064 -0.004 0.009